100
Properties=species:S:1:pos:R:3:forces:R:3 method="wB97M-V/def2-TZVPD" de_lowest_kj_mol=135.49 total_charge=+2 molar_mass_g_mol=1094.191 max_force_ev_per_a=2.0 spin_multiplicity=1 homo_lumo_gap_ev="6.38 / 4.30"
Tl 0.5167 -1.4329 -0.4694 0.10 0.17 0.20
C -2.1530 2.3983 -0.5825 0.08 0.24 0.65
N -1.1752 3.2654 0.1422 -0.68 0.62 -0.11
C 0.2239 3.2688 -0.2931 -0.10 0.96 0.27
P 1.1656 1.6174 -0.2633 0.37 0.31 0.11
C 2.4476 1.8249 1.0547 -0.10 -0.09 0.22
C 3.7147 1.2294 0.9261 -0.38 0.11 -0.17
C 4.5985 1.1998 1.9907 0.41 -0.09 -0.05
C 4.2661 1.7837 3.2068 -0.14 -0.12 -0.07
C 3.0070 2.3460 3.3609 -0.41 -0.06 0.08
C 2.1017 2.3491 2.3018 -0.77 0.30 -0.19
C 2.1744 1.8630 -1.7597 -0.21 0.03 -0.42
C 1.9332 1.0961 -2.9051 -0.28 -0.15 0.43
C 2.7828 1.1772 -3.9950 -0.15 -0.36 -0.61
C 3.8525 2.0516 -3.9691 0.59 0.07 -0.37
C 4.0586 2.8652 -2.8715 0.36 0.86 0.24
C 3.2031 2.7947 -1.7808 0.33 -0.27 0.28
C -1.6948 4.3506 0.8807 -0.02 -0.39 0.39
C -1.1010 5.6332 0.9251 0.75 0.58 -0.54
C -1.7178 6.7425 1.5003 0.19 -0.25 -0.16
C -2.9429 6.6014 2.1559 -0.46 -0.06 0.20
C -3.5341 5.3274 2.1993 0.75 -0.31 -0.38
C -2.9043 4.2288 1.6112 -1.07 -0.11 0.02
P -2.1649 0.5427 -0.0806 0.89 -0.17 0.09
C -3.2585 0.4473 1.3509 -0.17 -0.55 -0.52
C -2.9669 -0.4015 2.4302 1.04 -0.19 -0.66
C -3.8171 -0.4767 3.5094 -0.50 -0.69 0.83
C -5.0186 0.2240 3.4676 0.39 0.48 0.48
C -5.3049 1.0496 2.3952 -1.40 0.06 -0.39
C -4.4888 1.0656 1.2742 -0.50 0.82 0.50
C -3.1783 -0.1586 -1.4078 0.06 0.03 -1.24
C -4.2945 -0.9673 -1.1888 0.03 -0.08 0.45
C -5.0086 -1.4887 -2.2594 -0.74 -0.23 -0.26
C -4.6453 -1.1720 -3.5621 -0.67 -0.53 -0.41
C -3.5082 -0.4365 -3.8005 0.75 0.47 -0.24
C -2.7493 0.0361 -2.7493 -0.45 0.17 1.37
H -1.9639 2.5029 -1.6670 0.13 -0.22 0.48
H -3.1020 2.8746 -0.3746 -0.35 -0.23 -0.24
H 0.7057 4.0024 0.3615 0.30 -0.30 -0.23
H 0.2698 3.6618 -1.3320 -0.05 -0.39 0.43
H 4.0202 0.7813 -0.0077 -0.06 -0.07 -0.10
H 5.5673 0.7044 1.8607 -0.38 0.27 0.07
H 4.9760 1.7648 4.0249 -0.11 0.03 0.00
H 2.6749 2.7211 4.3235 0.20 0.11 -0.09
H 1.0728 2.7617 2.4363 0.92 -0.27 0.09
H 1.0663 0.4373 -2.9158 0.20 -0.08 -0.10
H 2.6330 0.5580 -4.8848 -0.11 0.19 0.38
H 4.5615 2.1060 -4.8025 -0.40 -0.06 0.25
H 4.8891 3.5842 -2.8801 -0.40 -0.38 0.08
H 3.3647 3.3593 -0.8688 0.25 0.23 -0.25
H -0.1669 5.8023 0.3937 -0.20 0.03 0.07
H -1.2615 7.7318 1.3845 -0.08 -0.51 0.16
H -3.4632 7.4515 2.6421 0.53 -0.58 -0.52
H -4.4966 5.1964 2.6733 0.08 -0.10 0.13
H -3.3975 3.2581 1.7068 0.23 0.27 -0.08
H -2.0903 -1.0687 2.3486 -0.34 0.67 0.31
H -3.5952 -1.1061 4.3976 -0.09 0.37 -0.90
H -5.7166 0.1647 4.2935 0.07 0.02 0.01
H -6.2510 1.6177 2.3898 0.51 -0.44 -0.05
H -4.8370 1.5611 0.3586 0.30 0.02 0.43
H -4.6103 -1.1988 -0.1707 0.02 0.09 -0.27
H -5.9128 -2.1020 -2.0983 0.66 0.38 0.06
H -5.2454 -1.4958 -4.4251 0.24 0.02 0.60
H -3.1972 -0.1940 -4.8087 -0.08 -0.11 -0.05
H -1.8623 0.6334 -2.9035 0.16 0.01 -0.33
C 5.2288 -1.5820 -2.3654 0.03 0.96 -0.04
N 4.2372 -2.6096 -2.4692 -0.92 -1.56 -0.20
C 4.0099 -3.3975 -3.6177 0.54 0.90 0.02
C 2.9959 -4.2197 -3.3597 -0.60 0.10 1.01
N 2.5799 -3.9631 -2.0186 0.13 -0.14 -0.52
C 3.3878 -2.9786 -1.4499 -0.01 -0.46 -1.74
S 3.3859 -2.3386 0.0958 -0.18 0.11 0.18
C 1.5032 -4.6950 -1.3902 -0.27 1.43 0.82
C 1.4770 -6.0948 -1.5251 -0.05 -0.36 -0.37
C 0.5452 -6.8082 -0.7484 -0.19 -0.64 -0.17
C -0.3705 -6.1686 0.0400 0.40 -0.43 0.14
C -0.4848 -4.6824 -0.0035 0.56 0.01 -0.20
N 0.6511 -3.9860 -0.6914 -0.32 -1.54 -0.47
H 5.9915 -1.7259 -3.1351 -0.07 -0.08 0.28
H 5.6445 -1.6173 -1.3581 0.17 0.14 -0.20
H 4.7439 -0.5993 -2.5409 0.34 -0.38 0.22
H 4.5695 -3.2701 -4.5560 -0.31 0.01 0.81
H 2.4751 -4.8922 -4.0241 0.05 -0.04 0.27
H 2.1571 -6.5913 -2.2235 -0.20 0.14 0.48
H 0.5663 -7.9038 -0.8190 -0.04 0.52 0.24
H -1.0307 -6.7250 0.7222 0.26 0.31 -0.52
H -0.4845 -4.2976 1.0182 -0.04 0.15 0.15
N 1.4069 -2.3259 3.1823 -0.14 0.59 0.98
C 1.4135 -2.0209 4.5201 -0.99 1.40 -1.01
C 0.6856 -0.8173 4.6548 0.42 -1.12 -1.15
C 0.3052 -0.4797 3.3312 0.91 -1.12 -0.45
N 0.7453 -1.4083 2.4340 -0.12 0.71 1.15
H 1.9183 -3.0773 2.7313 -0.21 0.27 0.01
H 1.9193 -2.6067 5.2676 0.01 -0.18 -0.13
H 0.4227 -0.2795 5.5488 0.20 -0.07 0.07
H -0.1923 0.4206 2.9696 0.02 -0.48 0.15
I -3.5594 -4.6495 0.6657 0.61 0.06 -0.18
C -1.8479 -4.3211 -0.6359 -0.59 0.26 -0.14
H -1.9728 -3.2840 -0.9416 0.37 0.14 0.20
H -2.0749 -4.9209 -1.5092 0.19 -0.20 -0.08